Formula: C24H45BaNP2Si
Source: the Open Molecules 2025 dataset
Level of theory: ωB97M-V with the def2-TZVPD basis set

* total charge: 0
* spin multiplicity: 1
* lowest unoccupied orbital energy: -0.44 eV
* energy relative to the best compared isomer or geometry (same formula, charge and spin): 0.0000 eV
* highest occupied orbital energy: -5.6 eV

XYZ file:
```
74
Properties=species:S:1:pos:R:3:forces:R:3
P 2.01547 2.65365 -0.56701 1.76 1.01 -1.15
P -0.74206 0.86972 -2.73907 2.42 1.47 -3.56
C 1.49039 2.65723 -2.32673 0.17 0.66 0.10
C -0.02429 2.54244 -2.35796 -0.64 -0.02 -0.20
H 2.06026 1.83031 -2.79620 -0.50 0.49 0.09
H 1.78635 3.60105 -2.80375 -0.01 -0.27 -0.11
H -0.49556 2.75464 -1.36621 0.49 0.41 -0.34
H -0.42287 3.30577 -3.05523 -0.05 -0.56 0.33
C 0.54690 -0.03140 -3.61038 0.04 -0.42 -0.45
H 0.14944 -1.05767 -3.72010 0.44 0.35 -0.13
H 1.44239 -0.04833 -2.98029 -0.12 -0.22 -0.28
H 0.74528 0.41327 -4.59464 0.20 -0.24 0.21
C -1.85270 1.39270 -4.05866 -0.58 -0.56 -0.08
H -1.33586 1.67226 -4.98724 -0.15 0.05 0.34
H -2.41261 2.23261 -3.62906 -0.21 -0.20 -0.48
H -2.50042 0.52235 -4.23039 -0.22 0.50 -0.34
C 3.65879 3.51348 -0.93778 0.04 -0.22 -0.20
H 4.17786 3.83362 -0.02821 -0.19 -0.21 -0.13
H 3.42478 4.42161 -1.52027 0.06 -0.35 0.19
H 4.34678 2.90967 -1.53111 -0.08 0.15 0.03
C 1.42407 4.22866 0.10830 -0.61 0.41 -0.28
H 0.43226 4.08567 0.52274 -0.27 0.40 0.19
H 1.43357 4.95593 -0.70199 -0.29 0.32 0.17
H 2.11938 4.55678 0.89112 -0.31 -0.10 -0.22
Ba -1.78700 0.23306 -0.35582 -3.23 -2.46 5.01
C 3.18898 -0.16953 -0.70452 1.08 -0.37 0.00
C 4.31351 0.58409 -0.80444 -0.99 -1.29 -0.51
C 5.34029 0.86210 0.23763 -0.13 1.01 0.88
C 4.80098 0.97575 1.67835 1.02 -0.51 0.13
C 3.82856 2.07404 1.84486 -1.71 0.66 0.31
C 2.50085 1.91924 1.61423 0.26 0.08 2.24
C 1.78953 0.59873 1.44828 -0.43 -0.26 -0.03
C 2.42950 -0.50565 0.55311 -0.56 -1.21 0.66
C -1.98824 0.21628 2.39352 0.48 0.25 -0.91
H 2.93747 -0.86258 -1.54921 -0.33 1.56 0.16
H 4.54642 0.98361 -1.79176 0.47 -0.93 -0.17
H 5.82423 1.80516 -0.02808 0.27 -0.06 0.11
H 6.10539 0.07066 0.23172 -0.17 0.14 -0.33
H 4.43717 -0.02854 1.97743 0.03 0.82 0.08
H 5.61784 1.24846 2.36079 0.17 -0.50 -0.25
H 4.20789 3.06783 2.19402 -0.35 -0.95 -0.45
H 1.81354 2.73003 1.95938 0.72 -0.71 -0.35
H 0.77551 0.80962 1.03408 0.64 0.07 0.29
H 1.54718 0.17500 2.44556 0.37 0.10 -0.42
H 3.00943 -1.21463 1.18548 -0.26 0.43 -0.31
H 1.55211 -1.10943 0.24423 0.59 0.13 0.08
H -2.99081 -0.13063 2.68378 0.28 0.13 -0.04
H -1.86145 1.29995 2.54545 0.01 -0.11 0.64
H -1.19151 -0.37454 2.85794 -0.11 0.25 0.32
C -0.14322 -3.21217 0.10323 0.45 -0.26 -0.04
Si -1.86092 -3.63879 0.69753 -1.57 1.56 0.40
C -2.40469 -5.26990 -0.02703 0.10 -0.47 -0.17
C -1.75877 -3.74901 2.57908 0.18 -0.34 0.15
N -2.89686 -2.29607 0.24217 1.00 -0.81 -0.84
C -4.16462 -2.11031 0.66904 0.29 0.09 -0.03
C -4.88723 -1.01257 0.10239 0.26 -0.19 -0.02
C -5.96049 -0.45743 0.77144 -0.44 -0.52 0.50
C -6.44029 -1.06476 1.95135 0.18 0.15 -0.16
C -5.87867 -2.27755 2.40088 0.20 0.32 -0.96
C -4.81366 -2.85570 1.70940 -0.07 0.63 0.03
H 0.35473 -4.15583 -0.16257 0.12 0.26 0.00
H 0.41986 -2.76221 0.93072 -0.07 -0.03 -0.21
H -0.09375 -2.56057 -0.77994 -0.06 -0.08 0.06
H -1.83022 -6.10523 0.40142 -0.11 0.14 -0.09
H -3.46890 -5.47731 0.14177 0.18 0.13 0.04
H -2.23896 -5.27966 -1.11166 -0.04 0.00 0.12
H -1.89545 -2.76038 3.04128 0.03 -0.19 -0.23
H -2.51281 -4.42741 3.00539 0.25 0.16 -0.09
H -0.76685 -4.12757 2.86715 -0.17 0.02 0.09
H -4.56381 -0.68715 -0.90790 -0.23 0.06 0.62
H -6.45368 0.42270 0.36514 -0.05 -0.12 0.10
H -7.27366 -0.61532 2.48478 0.15 -0.07 -0.05
H -6.26877 -2.76468 3.28844 -0.10 -0.01 -0.13
H -4.41325 -3.82923 2.00062 -0.03 0.44 0.08
```
Positions in Å, forces in eV/Å.